[1]
Density functional theory data (wB97M-V/def2-TZVPD) for 2 unconnected molecules or ions with the total composition C7H16N4S.

Net charge: +2
Frontier orbital gap (alpha / beta) in eV: 7.3 / 6.4
Highest occupied orbital energy (alpha / beta) in eV: -15.9 / -15.2

Structure (XYZ):
```
28
Properties=species:S:1:pos:R:3:mulliken_charge:R:1
C -0.7761 1.3831 0.9215 0.0402
C -0.1663 -1.7231 -1.8632 0.3250
C -1.7678 -0.0754 -0.4796 -0.1851
C 1.3802 1.0410 2.0238 -1.3559
C -0.0196 3.1566 2.4633 -1.8828
C 1.4084 -3.6058 -2.2480 -0.7921
C 0.0011 1.6630 2.1712 0.7266
N -0.8701 2.1651 -0.1995 -0.0988
N -1.3693 0.2093 0.7245 0.0501
N -0.5990 -1.5273 -3.0696 -0.3011
N 0.6621 -2.6513 -1.4949 -0.1576
S -1.6107 1.4018 -1.4997 0.1753
H -2.5857 -0.8023 -0.9254 0.4398
H 2.1198 1.4982 1.4128 0.4014
H 1.2352 0.0826 1.5734 0.3611
H 1.9530 0.7972 2.9181 0.3947
H 0.4234 3.1712 3.4372 0.4626
H -1.0261 3.4721 2.6580 0.4647
H 0.4875 3.8334 1.8519 0.5305
H 1.0156 -3.6114 -3.2443 0.2704
H 1.1222 -4.5203 -1.7563 0.3571
H 2.4650 -3.2173 -2.2255 0.2943
H -0.5018 1.0024 2.9611 0.2294
H -0.6991 3.1367 -0.1231 0.2849
H -1.2516 -0.4370 1.5218 0.3787
H -1.1504 -0.7359 -3.4193 0.1585
H -0.5713 -2.3182 -3.6421 0.1511
H 0.6913 -2.7885 -0.4480 0.2769
```

=====

[2]
Density functional theory data (wB97M-V/def2-TZVPD) for 2 unconnected molecules or ions with the total composition C7H16NO2S.

Net charge: +1
Frontier orbital gap in eV: 8.2
Highest occupied orbital energy in eV: -12.9

Structure (XYZ):
```
27
Properties=species:S:1:pos:R:3:mulliken_charge:R:1
C -1.3817 -0.8847 0.0503 0.9211
C -2.5100 -0.9311 -0.9489 -1.2325
C -1.4642 2.4759 0.5117 -1.3820
C 1.1845 -1.1224 1.4469 -0.9946
C 1.2743 -2.1933 -0.6394 -0.8389
C -0.1253 -0.2033 -0.3329 -0.7773
C -0.2041 1.8172 0.7004 0.4459
N 1.1375 -0.8802 0.0303 0.1131
O -1.5795 -1.3204 1.1822 -0.6092
O 0.9261 2.4128 0.4032 -0.4198
S 2.8665 0.0207 -0.3586 -0.0309
H -3.1705 -0.1649 -0.6287 0.3149
H -3.0271 -1.8642 -0.9247 0.4087
H -2.0592 -0.8011 -1.9681 0.2952
H -2.3034 2.0287 1.0655 0.3655
H -1.4038 3.4816 0.8927 0.4994
H -1.6698 2.6680 -0.5638 0.3425
H 1.5276 -0.2563 1.9567 0.4469
H 0.2187 -1.2792 1.7943 0.4202
H 1.9900 -1.7735 1.6035 0.4195
H 1.1991 -2.2451 -1.7910 0.3339
H 2.2626 -2.5339 -0.3224 0.4603
H 0.5930 -3.0751 -0.3364 0.3544
H -0.1615 0.0617 -1.4027 0.3918
H -0.0864 1.3644 1.7508 0.2073
H 0.9533 3.3720 0.1817 0.3398
H 2.6917 1.2370 0.2471 0.2049
```

=====

[3]
Density functional theory data (wB97M-V/def2-TZVPD) for 2 unconnected molecules or ions with the total composition C7H16NO3S2.

Net charge: -1
Frontier orbital gap (alpha / beta) in eV: 6.3 / 6.3
Highest occupied orbital energy (alpha / beta) in eV: -3.1 / -3.1

Structure (XYZ):
```
29
Properties=species:S:1:pos:R:3:mulliken_charge:R:1
C 2.4876 -1.0955 -1.3413 -1.6376
C -0.9630 -0.8271 2.4652 -1.4076
C 0.0716 0.5947 -2.1776 -0.6445
C 0.2113 2.2891 1.3731 -0.2705
C 1.1649 -1.2830 -0.6494 -0.3775
C -1.1990 -1.1593 0.9872 -0.6203
C 0.1288 -0.2187 -0.9443 0.3355
N -0.9560 -0.2068 -0.1185 0.0175
O -3.3673 0.4998 0.2944 -0.5504
O 1.3326 2.8940 -0.7639 -0.7809
O -3.0335 -0.9463 -1.6146 -0.5844
S 1.5158 1.7828 0.3211 0.0960
S -2.6529 0.2854 -0.9263 0.4597
H 3.1571 -1.7681 -0.8680 0.4378
H 2.9014 -0.0571 -1.1200 0.2550
H 2.6378 -1.2710 -2.3007 0.5223
H -1.9320 -0.7986 3.0156 0.2823
H -0.3331 -1.4647 2.9105 0.4114
H -0.5985 0.1499 2.6618 0.3890
H 0.6114 1.5930 -1.7378 0.2088
H -0.9992 0.8093 -2.3787 0.3285
H 0.6650 0.2644 -3.0256 0.2976
H 0.5631 3.1036 2.1709 0.2287
H -0.2427 1.4961 1.8712 -0.0942
H -0.4823 2.6647 0.7289 0.2524
H 0.8064 -2.3049 -0.9858 0.3333
H 1.3501 -1.3584 0.3944 0.3042
H -0.5979 -2.0968 0.8776 0.3598
H -2.2473 -1.5706 0.8808 0.4481
```

=====

[4]
Density functional theory data (wB97M-V/def2-TZVPD) for 2 unconnected molecules or ions with the total composition C7H16NO7PS.

Frontier orbital gap in eV: 8.2
SMILES: COCO[P@](=O)(O)ON=C=S.COCCOC
Highest occupied orbital energy in eV: -9.3

Structure (XYZ):
```
33
Properties=species:S:1:pos:R:3:mulliken_charge:R:1
C 0.7592 2.1214 -1.7362 -0.7994
O -0.4368 1.9777 -0.9666 -0.2863
C -1.5323 2.4575 -1.6736 -0.4438
O -2.6974 2.0660 -0.9226 -0.1693
P -3.9977 1.9847 -1.8240 0.9210
O -4.0819 3.0724 -2.7965 -0.6569
O -5.2239 1.9664 -0.8243 -0.4916
O -4.0749 0.5045 -2.4649 -0.1584
N -2.9052 -0.3177 -2.3201 -0.4265
C -2.9285 -1.0218 -1.3039 0.7389
S -2.8170 -1.7337 0.0608 -0.3040
H 1.5055 2.6446 -1.1401 0.2584
H 0.5967 2.7067 -2.6419 0.4275
H 1.1487 1.1347 -1.9792 0.2673
H -1.5317 3.5472 -1.7368 0.3166
H -1.5543 2.0113 -2.6722 0.4657
H -5.5662 2.8726 -0.8134 0.3513
C 2.4607 -3.6791 1.9446 -0.7029
O 2.6219 -2.6104 2.8598 -0.3739
C 3.4742 -1.5821 2.3840 -0.5160
C 2.6949 -0.4079 1.8315 -0.4937
O 1.9528 -0.7567 0.6752 -0.3735
C 0.5793 -1.0044 0.9402 -0.8824
H 1.6051 -4.2669 2.2736 0.2458
H 2.2723 -3.3180 0.9311 0.2954
H 3.3493 -4.3195 1.9425 0.3230
H 4.1610 -1.9721 1.6258 0.3249
H 4.0705 -1.2379 3.2346 0.3695
H 3.4036 0.3736 1.5385 0.3656
H 2.0354 0.0053 2.6012 0.3449
H 0.0463 -0.0642 1.0854 0.3979
H 0.4456 -1.6428 1.8177 0.4559
H 0.1646 -1.5113 0.0701 0.2092
```

=====

[5]
Density functional theory data (wB97M-V/def2-TZVPD) for a molecular structure, C7H16NOPdSe2.

Net charge: +1
Frontier orbital gap in eV: 8.4
Highest occupied orbital energy in eV: -11.6

Structure (XYZ):
```
28
Properties=species:S:1:pos:R:3:mulliken_charge:R:1
Pd 0.4049 -0.1117 -0.2493 0.2056
N 0.2282 -1.7586 -3.8456 -0.3374
C 0.6075 -1.5543 -2.5929 0.7283
O -0.2259 -1.5376 -1.6560 -0.6955
C 2.0363 -1.3318 -2.2463 -0.3912
C 2.1115 -0.0881 -1.3837 -1.0135
H -0.7464 -1.9104 -4.0538 0.2460
H 0.8894 -1.7660 -4.6019 0.2200
H 2.6690 -1.2698 -3.1362 0.3459
H 2.3567 -2.2014 -1.6690 0.2445
H 2.0017 0.8503 -1.9240 0.3507
H 2.9750 -0.0832 -0.7265 0.4323
C 0.9957 0.9126 3.0484 -0.9132
Se 1.0562 1.6450 1.2563 0.2113
C -0.6983 2.5257 1.2938 -0.7660
C -1.8956 1.6002 1.4610 -0.6719
Se -2.0897 0.3301 -0.0155 0.0939
C -2.3705 -1.3110 1.0187 -0.8854
H 0.9779 1.7495 3.7420 0.3428
H 1.9058 0.3363 3.1903 0.3547
H 0.1298 0.2734 3.1898 0.2704
H -0.7349 3.0818 0.3577 0.4190
H -0.6700 3.2442 2.1140 0.4387
H -2.8010 2.2045 1.5026 0.4299
H -1.8411 1.0128 2.3751 0.3162
H -3.2772 -1.2228 1.6112 0.3666
H -1.5141 -1.5134 1.6535 0.3207
H -2.4809 -2.1063 0.2864 0.3365
```

=====

> Number 5 is which compound?

C7H16NOPdSe2

=====

What did the second record say?
Density functional theory data (wB97M-V/def2-TZVPD) for 2 unconnected molecules or ions with the total composition C7H16NO2S.

Net charge: +1
Frontier orbital gap in eV: 8.2
Highest occupied orbital energy in eV: -12.9

Structure (XYZ):
```
27
Properties=species:S:1:pos:R:3:mulliken_charge:R:1
C -1.3817 -0.8847 0.0503 0.9211
C -2.5100 -0.9311 -0.9489 -1.2325
C -1.4642 2.4759 0.5117 -1.3820
C 1.1845 -1.1224 1.4469 -0.9946
C 1.2743 -2.1933 -0.6394 -0.8389
C -0.1253 -0.2033 -0.3329 -0.7773
C -0.2041 1.8172 0.7004 0.4459
N 1.1375 -0.8802 0.0303 0.1131
O -1.5795 -1.3204 1.1822 -0.6092
O 0.9261 2.4128 0.4032 -0.4198
S 2.8665 0.0207 -0.3586 -0.0309
H -3.1705 -0.1649 -0.6287 0.3149
H -3.0271 -1.8642 -0.9247 0.4087
H -2.0592 -0.8011 -1.9681 0.2952
H -2.3034 2.0287 1.0655 0.3655
H -1.4038 3.4816 0.8927 0.4994
H -1.6698 2.6680 -0.5638 0.3425
H 1.5276 -0.2563 1.9567 0.4469
H 0.2187 -1.2792 1.7943 0.4202
H 1.9900 -1.7735 1.6035 0.4195
H 1.1991 -2.2451 -1.7910 0.3339
H 2.2626 -2.5339 -0.3224 0.4603
H 0.5930 -3.0751 -0.3364 0.3544
H -0.1615 0.0617 -1.4027 0.3918
H -0.0864 1.3644 1.7508 0.2073
H 0.9533 3.3720 0.1817 0.3398
H 2.6917 1.2370 0.2471 0.2049
```

=====

> Number 2 is which compound?

C7H16NO2S